Density functional theory data (ωB97M-V/def2-TZVPD) for a structure of composition C12H44CsN16O14S in a non-equilibrium geometry.

Element x y z (Å)
Cs (-0.417, 2.397, 3.464)
S (0.272, 0.400, 0.385)
O (1.522, 0.973, -0.135)
O (-0.304, -0.534, -0.573)
O (0.575, -0.275, 1.652)
O (-0.666, 1.498, 0.622)
C (0.443, 4.629, -0.372)
O (0.615, 5.840, -0.549)
N (1.215, 3.740, -1.020)
N (-0.546, 4.132, 0.428)
H (1.956, 4.093, -1.594)
H (1.195, 2.774, -0.749)
H (-0.652, 3.105, 0.429)
H (-1.191, 4.733, 0.900)
C (1.765, -2.879, -3.679)
O (2.772, -3.232, -4.316)
N (0.516, -3.218, -4.054)
N (1.857, -2.088, -2.585)
H (-0.230, -2.848, -3.488)
H (0.338, -3.890, -4.771)
H (2.737, -1.655, -2.322)
H (0.999, -1.820, -2.136)
C (-2.069, -3.587, -0.778)
O (-2.262, -3.053, -1.879)
N (-1.351, -2.973, 0.194)
N (-2.429, -4.879, -0.542)
H (-0.914, -2.082, -0.053)
H (-1.584, -3.227, 1.138)
H (-2.853, -5.389, -1.292)
H (-2.405, -5.205, 0.406)
C (3.905, 1.054, 2.983)
O (4.745, 1.259, 3.860)
N (2.993, 0.031, 3.068)
N (3.739, 1.839, 1.901)
H (2.920, -0.392, 3.978)
H (2.210, 0.001, 2.431)
H (4.515, 2.475, 1.785)
H (3.133, 1.640, 1.123)
C (-0.390, 0.831, -3.768)
O (-0.674, 1.386, -4.828)
N (0.724, 1.132, -3.031)
N (-1.145, -0.164, -3.223)
H (1.194, 1.943, -3.393)
H (0.722, 0.789, -2.081)
H (-0.882, -0.444, -2.287)
H (-2.091, -0.280, -3.535)
C (1.691, -3.717, 2.127)
O (1.796, -4.923, 2.347)
N (2.426, -3.089, 1.171)
N (0.788, -2.926, 2.771)
H (2.210, -2.127, 0.991)
H (3.101, -3.575, 0.616)
H (0.344, -3.286, 3.592)
H (0.724, -1.958, 2.453)
C (4.603, 0.650, -1.668)
O (5.746, 0.709, -2.098)
N (3.809, 1.749, -1.496)
N (3.965, -0.508, -1.313)
H (2.850, 1.666, -1.168)
H (4.219, 2.664, -1.503)
H (3.128, -0.328, -0.783)
H (4.441, -1.391, -1.337)
C (-3.994, 0.091, 0.816)
O (-5.142, -0.212, 1.165)
N (-3.286, 1.040, 1.489)
N (-3.349, -0.443, -0.246)
H (-2.293, 1.086, 1.253)
H (-3.715, 1.635, 2.169)
H (-2.401, -0.160, -0.396)
H (-3.733, -1.214, -0.763)
C (-3.170, 2.924, -1.695)
C (-2.348, 3.882, -2.550)
O (-2.640, 3.683, -3.925)
H (-2.968, 1.888, -1.988)
H (-4.236, 3.104, -1.837)
H (-2.947, 2.897, -0.622)
H (-1.287, 3.671, -2.379)
H (-2.620, 4.913, -2.334)
H (-2.466, 2.762, -4.154)
C (-2.394, -1.357, 5.733)
C (-2.075, -0.923, 4.320)
O (-0.700, -0.560, 4.228)
H (-1.898, -0.689, 6.442)
H (-1.934, -2.326, 5.932)
H (-3.458, -1.361, 5.955)
H (-2.598, -0.023, 3.992)
H (-2.349, -1.721, 3.625)
H (-0.367, -0.784, 3.353)

Computed properties:
2S+1: 1
E_tot: -77061.9456 eV
max |F|: 0.0530 hartree/bohr
total charge: -1
HOMO-LUMO gap: 7.7 eV

=====

Density functional theory data (ωB97M-V/def2-TZVPD) for a structure of composition CeH3O3 in a non-equilibrium geometry.

Element x y z (Å)
O (-1.081, 1.693, -1.356)
Ce (1.393, 0.868, -0.458)
O (-0.953, 1.132, -0.025)
H (-1.065, -0.566, 0.033)
O (0.060, -1.120, -0.144)
H (0.241, -1.835, 0.469)
H (-0.923, 2.649, -1.198)

Computed properties:
expectation value of S²: 2.00
2S+1: 3
energy above the lowest of the compared OMol25 structures with the same formula, charge and spin: 1.3126 eV
E_tot: -19108.3041 eV
max |F|: 0.0836 hartree/bohr
total charge: +1
HOMO-LUMO gap (spin up / spin down): 5.9 / 8.9 eV

=====

Density functional theory data (ωB97M-V/def2-TZVPD) for a structure of composition C7H19N3 in a non-equilibrium geometry.

Element x y z (Å)
C (0.210, 0.456, 0.323)
C (2.464, 1.141, 0.770)
C (2.130, 0.495, -1.462)
C (-1.286, 0.731, 2.417)
C (-1.446, 0.238, -1.570)
C (-1.860, -1.375, 0.239)
C (0.029, -1.752, -1.110)
N (1.417, 0.585, -0.146)
N (-0.325, 0.970, 1.375)
N (-0.889, -0.697, -0.618)
H (2.418, 2.313, 0.976)
H (2.304, 0.534, 1.778)
H (3.367, 0.741, 0.462)
H (1.299, 0.537, -2.206)
H (2.567, 1.429, -1.545)
H (2.618, -0.453, -1.326)
H (-2.337, 1.327, 2.305)
H (-0.942, 1.175, 3.244)
H (-1.422, -0.270, 2.492)
H (-1.925, -0.395, -2.217)
H (-2.190, 0.747, -1.139)
H (-0.704, 0.715, -2.137)
H (-2.846, -0.837, 0.471)
H (-2.236, -2.125, -0.368)
H (-1.473, -1.891, 1.008)
H (0.593, -2.136, -0.380)
H (-0.380, -2.611, -1.530)
H (0.637, -1.430, -1.841)
H (0.208, 1.837, 1.736)

Computed properties:
2S+1: 1
energy above the lowest of the compared OMol25 structures with the same formula, charge and spin: 4.9227 eV
E_tot: -12015.6208 eV
max |F|: 0.1086 hartree/bohr
total charge: +2
HOMO-LUMO gap: 10.6 eV

=====

Density functional theory data (ωB97M-V/def2-TZVPD) for a cluster of 12 separate species, C16H56O12 in total in a non-equilibrium geometry.

Element x y z (Å)
C (3.927, -2.751, -1.205)
C (4.529, -2.461, 0.193)
O (4.066, -3.531, 1.026)
H (4.096, -3.744, -1.623)
H (4.411, -2.111, -1.942)
H (2.878, -2.460, -1.255)
H (4.193, -1.512, 0.611)
H (5.618, -2.409, 0.171)
H (3.961, -3.165, 1.907)
C (0.481, 0.186, 1.031)
C (0.849, -0.227, -0.381)
O (1.111, 0.990, -1.110)
H (1.393, 0.681, 1.366)
H (0.236, -0.727, 1.575)
H (-0.370, 0.866, 1.012)
H (-0.006, -0.680, -0.883)
H (1.711, -0.891, -0.452)
H (1.384, 0.621, -1.953)
C (-3.079, 4.273, 1.059)
C (-3.443, 2.847, 0.640)
O (-4.534, 2.397, 1.377)
H (-2.163, 4.731, 0.688)
H (-2.820, 4.358, 2.115)
H (-3.855, 5.002, 0.827)
H (-2.603, 2.155, 0.693)
H (-3.680, 2.913, -0.422)
H (-4.737, 1.463, 1.288)
C (-2.943, -1.893, -1.970)
C (-2.913, -2.666, -0.696)
O (-4.045, -2.136, -0.001)
H (-3.879, -1.949, -2.526)
H (-2.240, -2.386, -2.641)
H (-2.641, -0.859, -1.803)
H (-1.965, -2.523, -0.177)
H (-3.070, -3.723, -0.908)
H (-4.720, -1.929, -0.652)
C (0.754, -3.972, 3.076)
C (0.420, -2.735, 3.838)
O (1.094, -2.776, 5.058)
H (0.388, -4.892, 3.531)
H (1.838, -4.060, 3.019)
H (0.387, -3.983, 2.050)
H (-0.638, -2.660, 4.091)
H (0.562, -1.821, 3.262)
H (2.042, -2.753, 4.908)
C (-2.800, 1.968, -3.835)
C (-1.344, 1.466, -4.038)
O (-0.714, 2.227, -5.034)
H (-2.930, 3.027, -4.063)
H (-3.131, 1.774, -2.815)
H (-3.430, 1.329, -4.453)
H (-1.396, 0.429, -4.368)
H (-0.827, 1.492, -3.079)
H (-0.100, 1.685, -5.534)
C (-2.400, 0.332, 4.830)
C (-1.777, 1.540, 4.248)
O (-0.654, 1.725, 5.060)
H (-1.664, -0.469, 4.760)
H (-3.315, -0.083, 4.408)
H (-2.689, 0.607, 5.844)
H (-2.467, 2.382, 4.300)
H (-1.514, 1.420, 3.197)
H (-0.547, 2.661, 5.242)
C (1.101, -1.535, -5.048)
C (1.356, -1.150, -3.601)
O (1.755, 0.151, -3.609)
H (0.280, -0.875, -5.327)
H (0.590, -2.497, -5.094)
H (1.861, -1.286, -5.789)
H (2.123, -1.759, -3.121)
H (0.536, -1.233, -2.887)
H (2.459, 0.287, -4.247)
O (1.737, 3.371, 2.446)
H (2.640, 3.117, 2.257)
H (1.556, 4.086, 1.836)
O (3.994, 1.751, -0.826)
H (4.307, 1.842, 0.074)
H (3.044, 1.667, -0.743)
O (3.310, 0.559, 4.092)
H (3.506, 1.116, 3.339)
H (3.459, -0.332, 3.775)
O (0.815, 3.743, -3.352)
H (0.355, 3.241, -4.026)
H (0.927, 3.126, -2.629)

Computed properties:
SMILES string: CCO.CCO.CCO.CCO.CCO.CCO.CCO.CCO.O.O.O.O
2S+1: 1
energy above the lowest of the compared OMol25 structures with the same formula, charge and spin: 1.4340 eV
E_tot: -42066.2773 eV
max |F|: 0.0548 hartree/bohr
total charge: 0
HOMO-LUMO gap: 9.7 eV

=====

Density functional theory data (ωB97M-V/def2-TZVPD) for a cluster of 2 separate species, C10H17N in total in a non-equilibrium geometry.

Element x y z (Å)
C (1.564, -0.492, -0.844)
C (0.457, 0.267, -1.407)
C (0.636, 1.779, -1.155)
C (-0.937, -0.209, -1.233)
C (0.654, -0.028, -2.920)
H (2.450, -0.148, -1.408)
H (1.937, -0.235, 0.328)
H (1.496, -1.674, -0.786)
H (0.184, 2.589, -1.918)
H (0.332, 2.155, -0.185)
H (1.853, 1.948, -1.128)
H (-1.730, 0.173, -2.063)
H (-1.336, -0.200, -0.103)
H (-0.791, -1.336, -1.492)
H (0.184, -1.092, -2.963)
H (0.139, 0.824, -3.431)
H (1.632, 0.018, -3.299)
C (-0.197, -0.851, 3.252)
C (-1.517, -0.731, 3.355)
C (-2.256, -0.175, 2.316)
N (-1.557, 0.396, 1.290)
C (-0.263, 0.190, 1.116)
C (0.533, -0.432, 2.103)
H (0.266, -1.395, 4.066)
H (-1.941, -1.066, 4.216)
H (-3.368, -0.330, 2.201)
H (0.004, 0.568, 0.082)
H (1.574, -0.514, 2.010)

Computed properties:
SMILES string: CC(C)(C)C.c1ccncc1
2S+1: 1
energy above the lowest of the compared OMol25 structures with the same formula, charge and spin: 7.4866 eV
E_tot: -12129.5328 eV
max |F|: 0.1247 hartree/bohr
total charge: 0
HOMO-LUMO gap: 9.5 eV

=====

Density functional theory data (ωB97M-V/def2-TZVPD) for the molecule C4H8OS in a non-equilibrium geometry.

Element x y z (Å)
C (-1.156, 0.224, -2.426)
S (0.369, 0.719, -1.682)
C (0.278, -0.549, -0.455)
C (0.608, -0.513, 0.824)
C (0.751, 0.673, 1.767)
O (0.570, 0.183, 3.114)
H (-1.152, -0.834, -2.537)
H (-1.228, 0.659, -3.423)
H (-1.973, 0.478, -1.814)
H (0.111, -1.407, -1.044)
H (0.879, -1.399, 1.425)
H (1.793, 0.964, 1.776)
H (0.036, 1.432, 1.563)
H (0.114, -0.630, 2.913)

Computed properties:
SMILES string: CS/C=C\CO
2S+1: 1
energy above the lowest of the compared OMol25 structures with the same formula, charge and spin: 1.7247 eV
E_tot: -17158.7254 eV
max |F|: 0.0349 hartree/bohr
total charge: 0
HOMO-LUMO gap: 9.5 eV

=====

Density functional theory data (ωB97M-V/def2-TZVPD) for a cluster of 4 separate species, C29H57F2O12SSi in total in a non-equilibrium geometry.

Element x y z (Å)
C (-0.917, 0.232, -2.395)
Si (-1.222, 1.978, -3.079)
C (0.488, 2.696, -3.483)
C (-2.055, 2.971, -1.701)
C (-3.598, 2.985, -1.737)
C (-4.241, 2.792, -0.366)
F (-5.354, 3.575, -0.305)
F (-3.445, 3.140, 0.660)
S (-4.795, 1.038, -0.219)
O (-3.695, 0.267, -0.794)
O (-5.996, 0.989, -1.034)
O (-5.018, 0.821, 1.209)
C (-2.259, 1.773, -4.642)
C (-3.309, 2.603, -5.034)
C (-4.042, 2.366, -6.195)
C (-3.723, 1.278, -7.003)
C (-2.663, 0.453, -6.658)
C (-1.945, 0.700, -5.491)
H (-1.467, -0.508, -2.973)
H (0.138, -0.036, -2.463)
H (-1.268, 0.152, -1.371)
H (1.248, 2.016, -3.106)
H (0.657, 3.649, -2.984)
H (0.650, 2.814, -4.552)
H (-1.725, 2.496, -0.780)
H (-1.646, 3.981, -1.664)
H (-3.937, 2.161, -2.353)
H (-3.950, 3.932, -2.137)
H (-3.591, 3.442, -4.413)
H (-4.866, 3.007, -6.465)
H (-4.307, 1.086, -7.891)
H (-2.378, -0.389, -7.271)
H (-1.122, 0.052, -5.224)
C (-2.434, -6.935, 2.174)
O (-2.527, -5.775, 2.967)
C (-1.367, -4.964, 2.999)
C (-1.635, -3.497, 2.702)
O (-2.102, -3.182, 1.406)
C (-3.405, -3.602, 1.016)
C (-4.557, -2.958, 1.756)
O (-4.618, -3.307, 3.133)
C (-4.760, -2.205, 4.005)
H (-2.105, -7.792, 2.773)
H (-3.428, -7.151, 1.777)
H (-1.754, -6.799, 1.328)
H (-0.610, -5.341, 2.303)
H (-0.948, -5.019, 4.012)
H (-0.666, -2.993, 2.778)
H (-2.268, -3.051, 3.471)
H (-3.480, -4.692, 1.007)
H (-3.499, -3.276, -0.023)
H (-5.489, -3.291, 1.284)
H (-4.480, -1.873, 1.627)
H (-4.258, -1.313, 3.619)
H (-4.302, -2.474, 4.960)
H (-5.816, -1.975, 4.176)
C (5.808, -2.805, -0.014)
O (4.508, -2.889, 0.523)
C (4.106, -1.793, 1.326)
C (2.759, -1.213, 0.937)
O (2.676, -0.615, -0.344)
C (2.773, -1.417, -1.511)
C (1.656, -2.420, -1.722)
O (1.643, -3.441, -0.743)
C (0.378, -3.664, -0.138)
H (6.535, -3.291, 0.647)
H (5.810, -3.326, -0.973)
H (6.112, -1.768, -0.190)
H (4.860, -0.998, 1.306)
H (4.021, -2.148, 2.361)
H (2.571, -0.394, 1.638)
H (1.956, -1.935, 1.091)
H (3.754, -1.893, -1.583)
H (2.715, -0.705, -2.340)
H (1.809, -2.888, -2.704)
H (0.699, -1.888, -1.745)
H (-0.204, -2.747, -0.063)
H (0.556, -4.035, 0.871)
H (-0.194, -4.416, -0.692)
C (5.415, 5.668, 3.812)
O (5.319, 4.746, 2.749)
C (5.625, 3.403, 3.076)
C (4.566, 2.414, 2.624)
O (3.296, 2.527, 3.236)
C (2.465, 3.646, 2.963)
C (1.937, 3.758, 1.547)
O (2.955, 4.007, 0.595)
C (2.934, 3.151, -0.530)
H (6.411, 6.122, 3.844)
H (4.681, 6.456, 3.639)
H (5.193, 5.204, 4.777)
H (5.788, 3.289, 4.153)
H (6.560, 3.137, 2.564)
H (4.931, 1.427, 2.923)
H (4.484, 2.392, 1.536)
H (2.936, 4.576, 3.285)
H (1.594, 3.501, 3.607)
H (1.232, 4.599, 1.520)
H (1.383, 2.847, 1.297)
H (2.587, 2.148, -0.262)
H (3.956, 3.062, -0.903)
H (2.306, 3.562, -1.324)

Computed properties:
2S+1: 1
E_tot: -79712.7992 eV
max |F|: 0.0271 hartree/bohr
total charge: -1
HOMO-LUMO gap: 7.9 eV

=====

Density functional theory data (ωB97M-V/def2-TZVPD) for a structure of composition C38H36N8O3S4SeTa.

Element x y z (Å)
Ta (0.162, -0.150, 0.300)
Se (8.097, 0.313, 0.643)
N (6.808, 0.851, 1.732)
C (5.674, 0.469, 1.200)
C (4.370, 0.745, 1.792)
C (4.251, 1.409, 3.014)
C (2.996, 1.614, 3.531)
C (1.890, 1.178, 2.809)
N (1.977, 0.549, 1.633)
C (3.219, 0.314, 1.133)
C (3.319, -0.457, -0.100)
N (2.164, -0.887, -0.651)
C (2.229, -1.658, -1.738)
C (3.425, -2.024, -2.342)
C (4.607, -1.567, -1.802)
C (4.560, -0.771, -0.659)
C (5.769, -0.277, -0.013)
N (6.978, -0.498, -0.466)
H (5.145, 1.738, 3.528)
H (2.844, 2.111, 4.478)
H (0.900, 1.355, 3.198)
H (1.290, -2.008, -2.142)
H (3.411, -2.656, -3.218)
H (5.568, -1.813, -2.235)
O (0.809, 1.460, -0.723)
S (1.464, 2.648, -1.479)
C (0.738, 2.379, -3.112)
C (-0.773, 2.141, -3.098)
C (-1.251, 1.202, -4.203)
C (-0.811, -0.252, -4.105)
S (-1.320, -1.292, -2.717)
O (-0.472, -0.749, -1.512)
C (-3.024, -1.003, -2.454)
C (-3.597, 0.208, -2.062)
C (-4.967, 0.263, -1.902)
C (-5.752, -0.866, -2.141)
C (-5.172, -2.065, -2.521)
C (-3.793, -2.148, -2.663)
C (0.795, 4.149, -0.882)
C (-0.564, 4.407, -0.691)
C (-0.939, 5.662, -0.254)
C (0.023, 6.644, -0.019)
C (1.370, 6.375, -0.202)
C (1.767, 5.115, -0.626)
H (1.292, 1.509, -3.474)
H (1.042, 3.234, -3.716)
H (-1.289, 3.094, -3.215)
H (-1.059, 1.737, -2.125)
H (-0.885, 1.551, -5.172)
H (-2.338, 1.248, -4.268)
H (0.273, -0.384, -4.125)
H (-1.210, -0.820, -4.951)
H (-2.994, 1.079, -1.848)
H (-5.431, 1.189, -1.590)
H (-6.825, -0.806, -2.021)
H (-5.786, -2.937, -2.700)
H (-3.328, -3.083, -2.946)
H (-1.311, 3.644, -0.854)
H (-1.986, 5.884, -0.094)
H (-0.287, 7.625, 0.315)
H (2.112, 7.137, -0.010)
H (2.817, 4.890, -0.766)
S (-0.891, 1.667, 1.543)
C (-2.396, 1.176, 2.244)
C (-3.017, 2.084, 3.159)
N (-3.516, 2.820, 3.887)
C (-2.938, -0.003, 1.876)
S (-2.111, -0.974, 0.720)
C (-4.204, -0.486, 2.338)
N (-5.225, -0.895, 2.668)
C (-0.096, -1.430, 3.896)
N (-0.465, -2.626, 3.150)
C (-1.294, -3.610, 3.866)
C (-2.124, -4.401, 2.879)
C (-1.219, -4.986, 1.817)
N (-0.384, -3.925, 1.229)
C (0.123, -4.150, -0.116)
C (-0.099, -2.811, 1.893)
O (0.569, -1.866, 1.263)
H (0.085, -1.716, 4.931)
H (-0.899, -0.690, 3.874)
H (0.822, -1.011, 3.501)
H (-1.929, -3.052, 4.553)
H (-0.643, -4.257, 4.457)
H (-2.870, -3.750, 2.416)
H (-2.656, -5.198, 3.396)
H (-1.802, -5.422, 1.007)
H (-0.570, -5.764, 2.225)
H (0.170, -5.223, -0.286)
H (1.126, -3.745, -0.215)
H (-0.537, -3.710, -0.869)

Computed properties:
2S+1: 1
energy above the lowest of the compared OMol25 structures with the same formula, charge and spin: 0.0000 eV
E_tot: -168272.3297 eV
max |F|: 0.0067 hartree/bohr
total charge: +3
HOMO-LUMO gap: 7.3 eV